No. 1
# C7H15N

A single C7H15N molecule in a non-equilibrium geometry (ωB97M-V/def2-TZVPD, the OMol25 dataset).

Atoms and positions in Å:
C (-2.176, 0.220, -0.223)
C (-1.111, 0.295, -1.239)
C (0.230, 1.071, -0.719)
C (0.818, -1.206, 0.134)
C (0.972, 0.152, 0.281)
C (1.224, 0.776, 1.610)
C (2.187, -0.370, -0.535)
N (-2.185, -1.002, 0.644)
H (-2.175, 1.128, 0.408)
H (-3.119, 0.159, -0.766)
H (-0.761, -0.695, -1.503)
H (-1.597, 0.807, -2.072)
H (-0.128, 2.014, -0.293)
H (0.855, 1.175, -1.595)
H (1.206, -2.001, 0.675)
H (0.469, 0.507, 2.370)
H (2.229, 0.468, 2.088)
H (1.385, 1.866, 1.536)
H (2.866, 0.588, -0.531)
H (1.995, -0.584, -1.564)
H (3.008, -1.029, 0.019)
H (-1.255, -1.312, 0.827)
H (-2.539, -1.710, 0.028)

Computed properties:
HOMO energy: -0.2661 Ha
DFT total energy: -8986.67200 eV
2S+1: 1
Kohn-Sham gap: 0.29388 Eh

=====

No. 2
# C24H43N4O4S3

A 8-piece molecular cluster, C24H43N4O4S3 overall in a non-equilibrium geometry (ωB97M-V/def2-TZVPD, the OMol25 dataset).

Atoms and positions in Å:
C (0.494, -0.012, 2.969)
C (0.804, -0.922, 1.753)
O (0.162, -0.374, 0.602)
H (0.847, -0.511, 3.872)
H (-0.540, 0.099, 3.296)
H (1.058, 0.921, 2.978)
H (0.424, -1.899, 2.052)
H (1.864, -1.168, 1.700)
C (1.877, 5.162, 1.652)
S (3.386, 4.545, 0.820)
O (4.469, 4.472, 1.923)
C (2.914, 2.789, 0.677)
H (2.133, 6.060, 2.215)
H (1.529, 4.404, 2.353)
H (1.104, 5.330, 0.902)
H (3.818, 2.238, 0.416)
H (2.194, 2.745, -0.140)
H (2.304, 2.393, 1.489)
C (3.537, -3.141, -0.156)
S (5.160, -2.642, -0.855)
O (5.293, -3.224, -2.243)
C (4.689, -0.863, -1.022)
H (2.776, -2.647, -0.760)
H (3.506, -2.778, 0.871)
H (3.311, -4.208, -0.163)
H (4.679, -0.254, -0.118)
H (3.714, -0.854, -1.510)
H (5.322, -0.315, -1.720)
C (0.264, -1.599, -4.587)
S (1.105, -3.121, -3.973)
O (2.578, -2.812, -3.782)
C (0.292, -3.028, -2.278)
H (-0.711, -1.345, -4.171)
H (0.105, -1.620, -5.665)
H (0.744, -0.624, -4.498)
H (0.526, -2.189, -1.623)
H (0.819, -3.713, -1.613)
H (-0.796, -3.046, -2.342)
N (-3.492, -0.561, 2.536)
C (-4.030, 0.650, 2.728)
C (-5.428, 0.523, 2.747)
C (-5.769, -0.834, 2.351)
C (-4.575, -1.483, 2.301)
H (-2.543, -0.881, 2.665)
H (-3.262, 1.406, 2.806)
H (-6.149, 1.285, 3.005)
H (-6.753, -1.260, 2.217)
H (-4.266, -2.497, 2.094)
N (-1.705, -3.044, 0.433)
C (-1.207, -4.257, 0.698)
C (-2.160, -5.236, 0.565)
C (-3.240, -4.488, -0.076)
C (-2.907, -3.160, -0.222)
H (-1.343, -2.104, 0.508)
H (-0.214, -4.379, 1.106)
H (-2.043, -6.297, 0.732)
H (-4.179, -4.932, -0.369)
H (-3.388, -2.240, -0.521)
N (0.282, 1.309, -2.229)
C (1.664, 1.548, -2.353)
C (1.852, 2.493, -3.310)
C (0.621, 2.684, -3.992)
C (-0.310, 2.017, -3.210)
H (-0.211, 0.671, -1.620)
H (2.318, 1.031, -1.666)
H (2.784, 2.996, -3.524)
H (0.340, 3.378, -4.771)
H (-1.390, 2.007, -3.207)
N (-1.093, 2.161, 1.195)
C (-2.053, 2.565, 0.325)
C (-2.578, 3.772, 0.694)
C (-1.823, 4.208, 1.836)
C (-0.961, 3.163, 2.154)
H (-0.487, 1.379, 0.990)
H (-2.287, 1.963, -0.541)
H (-3.469, 4.115, 0.189)
H (-2.026, 5.075, 2.448)
H (-0.271, 3.003, 2.970)

Computed properties:
HOMO energy: -0.1988 Ha
DFT total energy: -72237.18361 eV
2S+1: 1
Charge: -1
Kohn-Sham gap: 0.29260 Eh